[1]
DFT (ωB97M-V/def2-TZVPD) results for a structure of composition C32H48IrN7O4 in a non-equilibrium geometry.

Geometry (Å):
Ir (-0.363, -0.064, 0.703)
C (0.882, -3.104, -2.744)
C (-0.301, -2.318, -2.182)
C (-0.671, -1.040, -2.990)
C (0.295, 0.084, -3.429)
C (1.518, -0.349, -4.225)
C (-0.522, 1.088, -4.237)
N (0.761, 0.747, -2.150)
C (1.162, 2.170, -2.103)
C (1.634, 2.561, -0.699)
N (0.681, 2.312, 0.399)
C (-0.514, 3.123, 0.227)
C (-1.614, 2.432, -0.659)
O (-2.465, 3.088, -1.184)
O (-1.483, 1.154, -0.758)
C (1.294, 2.430, 1.760)
C (2.370, 3.515, 1.853)
C (1.686, 1.089, 2.441)
C (2.590, -0.014, 1.836)
C (4.015, 0.454, 1.533)
C (2.654, -1.136, 2.870)
N (1.939, -0.464, 0.556)
C (2.124, -1.843, 0.051)
C (0.844, -2.701, 0.071)
N (-0.346, -2.192, -0.666)
C (-1.608, -2.890, -0.250)
C (-1.774, -1.732, 2.144)
O (-2.672, -2.351, 3.044)
O (-0.581, -1.357, 2.510)
H (0.750, -3.176, -3.820)
H (0.884, -4.121, -2.363)
H (1.856, -2.671, -2.560)
H (-1.159, -2.954, -2.421)
H (-1.499, -0.561, -2.460)
H (-1.088, -1.420, -3.924)
H (1.224, -0.982, -5.057)
H (2.237, -0.901, -3.628)
H (2.023, 0.516, -4.650)
H (-0.917, 0.611, -5.129)
H (0.089, 1.919, -4.573)
H (-1.365, 1.471, -3.668)
H (1.508, 0.156, -1.785)
H (-0.077, 0.700, -1.514)
H (0.308, 2.777, -2.408)
H (1.980, 2.360, -2.800)
H (1.870, 3.633, -0.744)
H (2.568, 2.045, -0.470)
H (-0.307, 4.094, -0.234)
H (-1.015, 3.298, 1.180)
H (0.480, 2.785, 2.400)
H (3.301, 3.274, 1.355)
H (2.593, 3.679, 2.903)
H (1.993, 4.456, 1.459)
H (0.748, 0.578, 2.718)
H (2.147, 1.384, 3.385)
H (4.513, 0.730, 2.458)
H (4.054, 1.314, 0.871)
H (4.593, -0.352, 1.084)
H (2.991, -0.731, 3.820)
H (3.374, -1.902, 2.591)
H (1.677, -1.584, 3.026)
H (2.371, 0.156, -0.122)
H (2.844, -2.381, 0.673)
H (2.545, -1.803, -0.956)
H (0.567, -2.774, 1.120)
H (1.115, -3.704, -0.274)
H (-1.609, -3.910, -0.662)
H (-2.433, -2.339, -0.712)
N (-5.883, -4.697, 2.455)
C (-7.233, -4.836, 2.668)
C (-8.023, -5.861, 3.144)
C (-9.405, -5.644, 3.186)
C (-9.991, -4.467, 2.694)
C (-9.221, -3.445, 2.187)
C (-7.821, -3.638, 2.132)
N (-6.858, -2.883, 1.618)
C (-5.685, -3.492, 1.854)
C (-4.463, -2.813, 1.550)
C (-3.129, -3.294, 2.054)
C (-1.830, -3.035, 1.244)
N (-2.369, -0.631, 1.409)
C (-3.556, -0.585, 0.912)
C (-4.580, -1.564, 0.985)
H (-5.188, -5.368, 2.743)
H (-7.609, -6.811, 3.448)
H (-10.042, -6.401, 3.622)
H (-11.063, -4.359, 2.744)
H (-9.649, -2.502, 1.881)
H (-3.178, -4.300, 2.473)
H (-1.096, -3.718, 1.676)
H (-3.822, 0.350, 0.431)
H (-5.564, -1.257, 0.654)

Values from the calculation:
E_HOMO (spin up / spin down): -16.28 / -16.78 eV
frontier orbital gap (spin up / spin down): 0.254 / 0.212 hartree
LUMO level (spin up / spin down): -9.3543 / -10.9995 eV
expectation value of S²: 8.843
multiplicity: 6
net charge: +3
electronic energy: -55392.35923 eV

---

[2]
DFT (ωB97M-V/def2-TZVPD) results for a structure of composition C32H49ClIN5O2Si2 in a non-equilibrium geometry.

Geometry (Å):
C (3.267, -8.007, -2.795)
C (2.825, -6.936, -3.090)
Si (2.245, -5.344, -3.792)
C (0.820, -5.724, -4.923)
C (0.207, -4.540, -5.679)
C (-0.400, -3.416, -4.823)
C (-1.231, -3.829, -3.601)
C (-1.279, -2.722, -2.525)
C (-0.512, -3.050, -1.255)
O (-0.932, -4.291, -0.722)
C (0.069, -5.004, -0.020)
O (3.549, -4.636, -4.546)
Si (3.736, -3.002, -4.619)
I (3.663, -2.411, -7.012)
C (5.414, -2.432, -3.999)
C (5.528, -2.199, -2.483)
C (5.423, -0.735, -2.058)
Cl (4.322, -3.164, -1.544)
H (3.650, -8.935, -2.433)
H (1.800, -4.521, -2.657)
H (1.175, -6.457, -5.650)
H (0.079, -6.239, -4.307)
H (0.998, -4.092, -6.286)
H (-0.537, -4.912, -6.385)
H (-1.061, -2.851, -5.486)
H (0.376, -2.706, -4.526)
H (-2.255, -4.025, -3.912)
H (-0.851, -4.732, -3.132)
H (-2.309, -2.493, -2.244)
H (-0.862, -1.789, -2.909)
H (-0.718, -2.266, -0.511)
H (0.569, -3.020, -1.422)
H (-0.247, -6.042, 0.032)
H (0.167, -4.625, 1.004)
H (1.039, -4.931, -0.510)
H (2.680, -2.279, -3.897)
H (5.569, -1.478, -4.504)
H (6.191, -3.117, -4.334)
H (6.490, -2.586, -2.158)
H (6.043, -0.545, -1.184)
H (5.765, -0.075, -2.852)
H (4.402, -0.467, -1.793)
N (-2.493, -1.593, 1.566)
C (-1.797, -0.718, 2.354)
C (-2.691, 0.173, 2.885)
C (-3.979, -0.180, 2.398)
C (-3.823, -1.273, 1.587)
H (-2.089, -2.354, 1.051)
H (-0.731, -0.803, 2.471)
H (-2.450, 0.984, 3.552)
H (-4.911, 0.312, 2.618)
H (-4.540, -1.847, 1.026)
N (-1.354, 4.669, 2.041)
C (-1.866, 5.903, 2.343)
C (-3.195, 5.741, 2.620)
C (-3.498, 4.358, 2.483)
C (-2.341, 3.722, 2.126)
H (-0.400, 4.479, 1.803)
H (-1.245, 6.783, 2.336)
H (-3.880, 6.523, 2.894)
H (-4.456, 3.889, 2.632)
H (-2.135, 2.686, 1.925)
N (1.920, 5.814, 0.245)
C (2.950, 5.642, -0.640)
C (3.957, 6.493, -0.278)
C (3.518, 7.208, 0.871)
C (2.257, 6.768, 1.168)
H (1.047, 5.322, 0.211)
H (2.877, 4.932, -1.446)
H (4.905, 6.595, -0.779)
H (4.065, 7.959, 1.414)
H (1.576, 7.049, 1.952)
N (-6.649, 6.621, 3.727)
C (-6.677, 5.816, 4.832)
C (-7.721, 4.943, 4.687)
C (-8.346, 5.233, 3.443)
C (-7.662, 6.272, 2.875)
H (-5.988, 7.356, 3.565)
H (-5.954, 5.931, 5.621)
H (-8.004, 4.179, 5.392)
H (-9.199, 4.733, 3.016)
H (-7.805, 6.788, 1.941)
N (1.907, -1.296, 3.701)
C (2.659, -1.764, 4.744)
C (3.067, -0.687, 5.484)
C (2.539, 0.478, 4.863)
C (1.828, 0.070, 3.767)
H (1.482, -1.867, 2.996)
H (2.838, -2.818, 4.870)
H (3.674, -0.729, 6.371)
H (2.668, 1.497, 5.185)
H (1.275, 0.631, 3.033)

Values from the calculation:
E_HOMO: -8.24 eV
frontier orbital gap: 0.308 hartree
LUMO level: 0.1399 eV
electronic energy: -81903.26077 eV

---

[3]
DFT (ωB97M-V/def2-TZVPD) results for a structure of composition C32H49ClNO3PReS in a non-equilibrium geometry.

Geometry (Å):
Re (0.459, -0.702, 1.360)
P (0.520, -0.422, -0.837)
Cl (2.551, -0.048, 2.035)
C (-0.074, 0.812, 4.287)
H (0.734, 1.432, 3.909)
H (-0.949, 1.331, 4.675)
C (1.866, -1.414, -1.679)
C (0.639, 1.375, -1.298)
C (3.292, -0.876, -1.467)
H (1.803, -2.380, -1.150)
C (4.329, -1.875, -1.998)
H (3.398, 0.086, -1.981)
H (3.468, -0.677, -0.409)
C (4.098, -2.212, -3.475)
H (5.336, -1.468, -1.850)
H (4.269, -2.799, -1.403)
C (2.665, -2.703, -3.703)
H (4.269, -1.311, -4.082)
H (4.819, -2.965, -3.815)
C (1.642, -1.684, -3.179)
H (2.486, -2.888, -4.769)
H (2.516, -3.661, -3.184)
H (1.770, -0.741, -3.725)
H (0.627, -2.036, -3.377)
C (-1.068, -1.068, -1.596)
C (1.020, 1.729, -2.752)
H (-0.406, 1.692, -1.147)
C (0.771, 3.225, -2.996)
H (2.081, 1.518, -2.914)
H (0.459, 1.129, -3.472)
C (1.591, 4.083, -2.024)
H (1.023, 3.477, -4.033)
H (-0.299, 3.439, -2.865)
C (1.313, 3.693, -0.567)
H (2.660, 3.938, -2.238)
H (1.377, 5.146, -2.182)
C (1.516, 2.190, -0.329)
H (1.958, 4.264, 0.111)
H (0.276, 3.951, -0.312)
H (2.570, 1.930, -0.499)
H (1.291, 1.933, 0.709)
C (-1.274, -2.590, -1.720)
H (-1.800, -0.709, -0.859)
C (-2.737, -2.881, -2.097)
H (-0.612, -2.997, -2.495)
H (-1.032, -3.102, -0.784)
C (-3.137, -2.177, -3.399)
H (-2.885, -3.964, -2.184)
H (-3.386, -2.531, -1.282)
C (-2.869, -0.670, -3.316)
H (-2.559, -2.605, -4.231)
H (-4.195, -2.365, -3.618)
C (-1.410, -0.384, -2.934)
H (-3.098, -0.189, -4.274)
H (-3.530, -0.219, -2.565)
H (-0.753, -0.770, -3.722)
H (-1.250, 0.693, -2.861)
C (0.534, -2.512, 1.201)
C (-0.004, -0.520, 4.275)
H (0.593, -3.060, 0.249)
C (-1.074, -1.443, 4.773)
H (0.885, -1.006, 3.872)
C (-0.691, -2.928, 4.651)
H (-1.315, -1.208, 5.818)
H (-1.981, -1.276, 4.173)
C (-0.748, -3.462, 3.213)
H (0.319, -3.074, 5.056)
H (-1.371, -3.519, 5.278)
C (0.583, -3.369, 2.432)
H (-1.042, -4.518, 3.234)
H (-1.530, -2.930, 2.653)
H (1.385, -3.038, 3.105)
H (0.861, -4.384, 2.100)
O (0.879, 2.920, 2.419)
C (-0.256, 2.506, 2.181)
N (-0.601, 1.204, 1.686)
S (-2.368, 1.233, 1.700)
O (-2.730, 1.283, 0.210)
O (-2.768, -0.136, 2.251)
C (-2.568, 2.731, 2.630)
C (-3.680, 3.307, 3.255)
C (-3.502, 4.504, 3.987)
C (-2.236, 5.108, 4.075)
C (-1.144, 4.514, 3.445)
C (-1.335, 3.320, 2.732)
H (-4.650, 2.840, 3.201)
H (-4.339, 4.964, 4.497)
H (-2.091, 6.017, 4.653)
H (-0.155, 4.951, 3.553)

Values from the calculation:
E_HOMO (spin up / spin down): -6.96 / -8.18 eV
frontier orbital gap (spin up / spin down): 0.249 / 0.274 hartree
LUMO level (spin up / spin down): -0.1772 / -0.7311 eV
expectation value of S²: 3.803
multiplicity: 4
electronic energy: -76385.44103 eV

---

[4]
DFT (ωB97M-V/def2-TZVPD) results for a cluster of 6 separate species, C32H49ClO21S in total in a non-equilibrium geometry.

Geometry (Å):
C (-1.746, -6.115, 0.918)
C (-1.146, -4.897, 0.764)
C (-1.153, -3.737, 1.762)
C (-2.163, -2.588, 1.491)
C (-2.523, -2.213, 0.052)
C (-1.351, -2.194, -0.963)
C (-0.066, -1.527, -0.476)
Cl (1.289, -2.137, -1.529)
O (-1.590, -1.423, 2.177)
S (-2.720, -0.493, 2.815)
O (-3.455, 0.295, 1.881)
O (-2.256, 0.324, 3.869)
O (-3.690, -1.702, 3.240)
C (-3.414, -2.867, 2.405)
C (-4.774, -3.133, 1.724)
C (-4.880, -4.487, 1.024)
O (-6.152, -4.620, 0.368)
C (-6.136, -4.027, -0.874)
C (-6.617, -2.585, -1.035)
O (-5.789, -4.623, -1.815)
H (-2.812, -6.328, 0.861)
H (-1.080, -6.976, 1.038)
H (-0.554, -4.748, -0.143)
H (-0.114, -3.370, 1.804)
H (-1.328, -4.184, 2.741)
H (-3.294, -2.858, -0.376)
H (-2.962, -1.209, 0.095)
H (-1.196, -3.197, -1.361)
H (-1.701, -1.602, -1.818)
H (0.231, -1.787, 0.537)
H (-0.071, -0.441, -0.558)
H (-3.314, -3.661, 3.151)
H (-5.543, -3.090, 2.502)
H (-4.977, -2.293, 1.053)
H (-4.088, -4.630, 0.278)
H (-4.789, -5.308, 1.739)
H (-7.272, -2.471, -1.894)
H (-7.111, -2.295, -0.101)
H (-5.729, -1.950, -1.115)
C (3.450, -1.796, 4.935)
C (3.621, -2.886, 3.906)
C (4.392, -2.461, 2.685)
O (3.865, -3.340, 1.679)
C (2.596, -3.633, 2.043)
O (1.785, -4.139, 1.333)
O (2.360, -3.264, 3.330)
H (4.418, -1.414, 5.263)
H (2.857, -0.972, 4.534)
H (2.914, -2.175, 5.806)
H (4.063, -3.775, 4.367)
H (5.464, -2.592, 2.795)
H (4.188, -1.435, 2.385)
C (-9.678, -3.342, -5.519)
C (-8.870, -2.067, -5.465)
C (-8.173, -1.729, -6.757)
O (-7.049, -0.971, -6.301)
C (-6.747, -1.422, -5.054)
O (-5.739, -1.178, -4.480)
O (-7.761, -2.194, -4.562)
H (-10.430, -3.294, -6.306)
H (-9.032, -4.204, -5.693)
H (-10.182, -3.513, -4.567)
H (-9.495, -1.239, -5.119)
H (-8.792, -1.139, -7.430)
H (-7.802, -2.609, -7.288)
C (4.428, 4.195, 3.068)
C (4.442, 2.770, 3.563)
C (5.375, 2.527, 4.720)
O (5.703, 1.141, 4.554)
C (5.617, 0.875, 3.224)
O (6.043, -0.108, 2.706)
O (4.982, 1.879, 2.569)
H (4.156, 4.885, 3.867)
H (5.402, 4.479, 2.668)
H (3.711, 4.306, 2.255)
H (3.426, 2.441, 3.797)
H (4.907, 2.703, 5.686)
H (6.299, 3.108, 4.657)
C (8.198, 3.516, -1.800)
C (7.540, 4.359, -0.736)
C (6.132, 3.940, -0.404)
O (5.553, 5.173, 0.049)
C (6.208, 6.171, -0.599)
O (5.833, 7.300, -0.644)
O (7.338, 5.708, -1.190)
H (8.220, 2.466, -1.508)
H (7.674, 3.612, -2.752)
H (9.223, 3.849, -1.970)
H (8.167, 4.394, 0.160)
H (6.089, 3.181, 0.375)
H (5.566, 3.595, -1.273)
C (1.443, 8.206, -3.049)
C (1.450, 6.787, -2.533)
C (2.370, 6.565, -1.360)
O (2.697, 5.176, -1.498)
C (2.627, 4.887, -2.825)
O (3.062, 3.899, -3.320)
O (1.999, 5.883, -3.504)
H (1.161, 8.906, -2.262)
H (2.423, 8.483, -3.439)
H (0.735, 8.307, -3.873)
H (0.430, 6.463, -2.306)
H (1.890, 6.758, -0.403)
H (3.296, 7.144, -1.420)

Values from the calculation:
E_HOMO: -7.86 eV
frontier orbital gap: 0.295 hartree
LUMO level: 0.1711 eV
electronic energy: -100331.39387 eV

---

[5]
DFT (ωB97M-V/def2-TZVPD) results for a structure of composition C32H49F3N8OOsSSi.

Geometry (Å):
Os (-0.490, -0.285, -0.084)
F (-5.311, -0.270, 0.730)
C (-4.292, -1.134, 0.629)
F (-4.817, -2.370, 0.724)
F (-3.796, -1.017, -0.618)
C (-3.250, -0.904, 1.680)
C (-3.647, -1.011, 3.006)
C (-2.728, -0.794, 4.019)
C (-1.433, -0.467, 3.664)
N (-1.058, -0.369, 2.387)
C (-1.924, -0.589, 1.383)
S (-1.481, -1.866, -2.293)
H (-4.676, -1.258, 3.243)
H (-3.012, -0.870, 5.059)
H (-0.672, -0.272, 4.411)
C (2.087, 3.517, -1.282)
N (1.819, 2.346, -0.445)
C (-0.337, 2.686, 0.814)
C (2.192, 1.118, -0.841)
N (1.547, 0.021, -0.388)
C (2.316, -1.121, -0.039)
C (3.680, -1.090, 0.235)
C (4.374, -2.265, 0.478)
C (3.706, -3.479, 0.441)
C (2.333, -3.512, 0.251)
C (1.619, -2.331, 0.075)
N (0.212, -2.202, -0.067)
C (-0.615, -3.252, -0.212)
N (-0.547, -4.337, 0.563)
C (-0.097, -4.228, 1.950)
C (-0.861, -5.692, 0.112)
N (-1.565, -3.163, -1.180)
C (-0.216, -2.487, -3.411)
C (-2.812, -3.947, -1.170)
N (3.187, 1.004, -1.742)
C (4.400, 1.815, -1.666)
C (3.265, -0.129, -2.653)
H (1.216, 4.169, -1.267)
H (2.265, 3.204, -2.305)
H (2.944, 4.088, -0.931)
H (-0.628, 3.718, 0.613)
H (-0.725, 2.444, 1.804)
H (-2.007, 1.818, 0.182)
H (4.205, -0.143, 0.254)
H (5.435, -2.230, 0.683)
H (4.247, -4.404, 0.586)
H (1.831, -4.468, 0.240)
H (0.083, -3.187, 2.203)
H (0.814, -4.803, 2.115)
H (-0.883, -4.625, 2.594)
H (-0.919, -5.728, -0.972)
H (-1.790, -6.061, 0.546)
H (-0.048, -6.345, 0.431)
H (0.733, -2.614, -2.890)
H (-0.107, -1.740, -4.198)
H (-0.544, -3.424, -3.856)
H (-3.046, -4.240, -0.150)
H (-2.737, -4.829, -1.804)
H (-3.615, -3.318, -1.539)
H (4.391, 2.426, -0.767)
H (4.516, 2.455, -2.542)
H (5.258, 1.142, -1.613)
H (2.287, -0.594, -2.747)
H (3.984, -0.875, -2.306)
H (3.579, 0.238, -3.630)
C (-3.778, 2.550, 2.438)
O (-3.631, 2.279, 1.040)
H (-4.679, 2.084, 2.837)
H (-3.806, 3.623, 2.631)
H (-2.912, 2.119, 2.938)
H (-4.460, 2.487, 0.596)
C (-3.049, 1.731, -2.276)
Si (-1.340, 2.357, -1.906)
C (-0.145, 1.550, -3.092)
C (-1.297, 4.222, -2.040)
N (-1.038, 1.804, -0.171)
C (1.212, 2.623, 0.920)
C (1.693, 1.611, 1.936)
C (2.748, 1.851, 2.751)
C (3.366, 3.119, 2.817)
C (2.748, 4.199, 2.151)
C (1.696, 4.000, 1.323)
H (-3.261, 1.875, -3.338)
H (-3.809, 2.280, -1.719)
H (-3.167, 0.672, -2.057)
H (-0.540, 1.717, -4.099)
H (-0.080, 0.469, -2.946)
H (0.865, 1.952, -3.073)
H (-2.269, 4.563, -2.400)
H (-0.552, 4.554, -2.764)
H (-1.111, 4.749, -1.104)
H (1.163, 0.677, 2.022)
H (3.083, 1.065, 3.418)
H (4.218, 3.285, 3.460)
H (3.091, 5.208, 2.338)
H (1.204, 4.852, 0.870)

Values from the calculation:
E_HOMO (spin up / spin down): -12.41 / -13.12 eV
frontier orbital gap (spin up / spin down): 0.295 / 0.256 hartree
LUMO level (spin up / spin down): -4.3972 / -6.1669 eV
expectation value of S²: 6.052
multiplicity: 5
net charge: +2
electronic energy: -77266.44760 eV

---

Question: Which of these has the lowest electronic energy?
Answer: C32H49ClO21S

---

Question: Among the records above, which one has the lowest electronic energy?
Answer: C32H49ClO21S